7
Properties=species:S:1:pos:R:3 method="wB97M-V/def2-TZVPD" relative_energy_kcal_mol=16.1 energy_ev=-7691.7258 charge=-1 orbital_gap_ev=8.14 e_homo_ev=-3.66 multiplicity=1
C 0.27 0.14 0.85
C 1.17 -0.72 2.08
N -0.70 -0.55 0.39
O 1.45 -1.90 1.89
O 1.37 0.06 3.01
H 0.42 1.08 0.48
H -1.26 0.00 -0.37